# 1
Here is a molecular structure, C33H37CdN5O4SSe from the Open Molecules 2025 dataset. Energies are from the ωB97M-V functional and the def2-TZVPD basis.

Geometry as ORCA input:
```
! RIJCOSX wB97M-V def2-TZVPD def2/J DEFGRID3
* xyz -2 1
Cd 0.500 1.170 0.655
C -1.927 2.894 -1.404
N -1.466 1.734 -2.163
C -0.569 2.184 -3.218
C 0.556 1.245 -3.659
C 1.392 0.668 -2.513
N 1.572 1.644 -1.458
C 2.686 2.263 -1.385
C 2.998 3.341 -0.473
C 4.301 3.860 -0.493
C 4.687 4.911 0.306
C 3.727 5.474 1.169
C 2.443 4.999 1.214
C 2.001 3.908 0.395
O 0.796 3.507 0.432
C -2.603 0.965 -2.636
C -2.362 -0.517 -2.920
C -2.143 -1.394 -1.677
N -0.758 -1.408 -1.288
C -0.103 -2.484 -1.422
C 1.329 -2.649 -1.180
C 1.961 -3.743 -1.770
C 3.319 -3.974 -1.649
C 4.074 -3.062 -0.895
C 3.487 -1.982 -0.279
C 2.080 -1.728 -0.362
O 1.537 -0.779 0.267
H -2.499 3.596 -2.043
H -1.069 3.411 -0.974
H -2.554 2.563 -0.578
H -0.084 3.087 -2.845
H -1.150 2.482 -4.114
H 1.201 1.847 -4.312
H 0.184 0.416 -4.268
H 2.354 0.313 -2.910
H 0.861 -0.176 -2.083
H 3.493 1.989 -2.084
H 5.021 3.402 -1.167
H 5.702 5.289 0.282
H 4.011 6.295 1.820
H 1.711 5.421 1.893
H -3.030 1.435 -3.546
H -3.373 1.022 -1.862
H -1.514 -0.652 -3.594
H -3.248 -0.886 -3.449
H -2.516 -2.415 -1.883
H -2.725 -0.980 -0.847
H -0.617 -3.389 -1.809
H 1.351 -4.429 -2.357
H 3.786 -4.829 -2.122
H 5.143 -3.217 -0.788
H 4.067 -1.294 0.324
O 1.082 0.715 4.789
C 0.624 1.237 3.770
O 1.259 1.441 2.686
C -0.798 1.810 3.894
C -1.021 2.524 5.073
C -2.234 3.123 5.367
C -3.281 2.989 4.464
C -3.087 2.275 3.296
C -1.857 1.677 2.972
S -1.817 0.752 1.464
H -0.197 2.576 5.774
H -2.364 3.679 6.290
H -4.247 3.441 4.667
H -3.899 2.166 2.586
C 0.248 -6.018 0.520
N -0.994 -5.307 0.728
C -2.214 -5.606 0.151
C -3.081 -4.653 0.546
N -2.387 -3.773 1.353
C -2.944 -2.574 1.951
C -1.086 -4.161 1.471
Se 0.273 -3.317 2.329
H 0.024 -7.050 0.249
H 0.824 -5.981 1.443
H 0.846 -5.542 -0.259
H -2.353 -6.462 -0.485
H -4.123 -4.518 0.320
H -3.766 -2.835 2.620
H -3.293 -1.889 1.182
H -2.159 -2.067 2.506
*
```

Population analysis type Löwdin, resulting atomic charges in e: 1.30 -0.13 -0.20 -0.23 -0.17 -0.24 -0.03 -0.12 -0.16 -0.09 -0.15 -0.13 -0.03 -0.41 -0.17 -0.23 -0.16 -0.25 0.04 -0.15 -0.18 -0.12 -0.15 -0.13 -0.02 -0.45 -0.20 0.08 0.06 0.03 0.11 0.11 0.10 0.09 0.11 0.06 0.12 0.09 0.07 0.08 0.10 0.11 0.11 0.09 0.10 0.10 0.07 0.11 0.09 0.07 0.08 0.11 -0.01 -0.67 -0.17 -0.15 -0.06 -0.13 -0.14 -0.17 -0.62 0.51 0.10 0.08 0.08 0.07 -0.06 -0.14 -0.08 -0.08 -0.13 -0.06 -0.75 0.69 0.08 0.05 0.07 0.10 0.11 0.09 0.05 0.02


# 2
Here is 2 unconnected molecules or ions with the total composition C5H10N2 from the Open Molecules 2025 dataset. Energies are from the ωB97M-V functional and the def2-TZVPD basis.

Values from the calculation:
* structure (SMILES): C[C@H]1N[C@H]1C1=CN1.[H][H]

Geometry as ORCA input:
```
! RIJCOSX wB97M-V def2-TZVPD def2/J DEFGRID3
* xyz 0 1
C 1.596 0.897 0.288
C 1.363 -0.430 -0.393
N 1.085 -1.642 0.364
C 0.018 -1.074 -0.474
C -1.135 -0.481 0.187
C -2.347 -0.120 0.367
N -1.393 0.237 1.480
H 2.598 0.915 0.733
H 0.852 1.089 1.066
H 1.539 1.711 -0.442
H 2.014 -0.623 -1.245
H 0.905 -1.399 1.338
H -0.226 -1.661 -1.357
H -3.381 0.048 0.122
H -1.496 -0.474 2.217
H -0.809 1.637 -2.418
H -1.184 1.371 -1.832
*
```

Population analysis type natural (NBO), resulting atomic charges in e: -0.65 -0.04 -0.56 -0.15 0.13 -0.07 -0.64 0.21 0.24 0.22 0.20 0.35 0.23 0.23 0.31 -0.01 0.00


Computed energy above the lowest of the compared OMol25 structures with the same formula, charge and spin (kJ/mol) in order:
144.89 495.06